No. 1
Here is a structure of composition C22H46AlBr2CaClF6IN5O8PSSi2 in a non-equilibrium geometry from the Open Molecules 2025 dataset. Energies are from ωB97M-V/def2-TZVPD.

Structure (XYZ):
```
97
Properties=species:S:1:pos:R:3:forces:R:3
C -4.6794 0.9667 2.0844 -0.12 1.13 -0.39
C -3.7576 1.2253 0.8594 -0.75 -1.41 0.70
C -3.7147 0.0264 -0.1652 0.83 1.52 1.01
I -3.5930 -1.7825 1.0263 -0.17 -0.02 -0.57
Si -2.1678 0.1947 -1.3114 -0.99 -0.67 0.34
O -0.9887 -0.7158 -0.5327 0.17 0.49 -1.71
Si 0.4109 -1.1806 -1.3054 1.03 0.15 1.14
C 1.4274 -1.8778 0.1576 -0.28 0.47 0.68
C 0.5449 -2.6549 1.1764 0.37 -0.33 0.15
C 1.1242 -4.0100 1.6246 -1.02 1.06 -0.25
C 2.2788 -3.8123 2.5649 0.53 -2.06 -0.42
N 3.5857 -4.2504 1.9369 -1.19 1.65 0.71
C 1.4940 0.2143 -1.9456 -0.16 -0.99 -0.04
C 1.0248 0.9157 -3.1749 1.28 2.48 -0.10
C 1.7224 2.2311 -3.5116 0.41 -1.43 0.12
N 0.1442 0.4638 -3.9355 -1.22 -1.26 0.01
C 0.3006 -2.6870 -2.5145 -0.56 -0.23 0.13
F 0.3922 -2.3544 -3.8057 -0.13 0.41 -0.61
F 1.4170 -3.4304 -2.2806 0.43 -0.11 0.54
C -0.9277 -3.6655 -2.3792 1.68 -1.03 -0.78
F -0.4847 -4.9042 -2.2751 0.54 -0.89 0.42
F -1.6798 -3.4463 -1.3279 -0.77 0.80 0.79
F -1.6234 -3.6511 -3.4876 -1.27 0.74 -0.71
C -2.7369 -0.4325 -3.0121 -0.23 -1.72 -0.19
C -3.8810 -1.4637 -2.8939 0.17 0.36 -0.20
F -3.1952 0.5600 -3.8726 0.28 0.42 0.12
P -1.7523 2.4248 -1.1960 -0.04 1.29 0.53
O -0.1805 2.5448 -0.6161 -0.26 -0.31 -0.62
Br -1.6644 3.3303 -3.2381 0.16 -0.33 0.03
H -5.0555 1.9351 2.4438 0.12 -0.01 0.02
H -5.5592 0.3756 1.8250 0.17 -0.33 0.12
H -4.1340 0.5417 2.9179 -0.19 -0.40 0.02
H -4.1512 2.1135 0.3712 0.49 0.11 -0.27
H -2.7577 1.3753 1.2732 0.05 0.44 -0.25
H -4.6439 0.1026 -0.7279 -0.04 -0.72 -0.06
H 1.7797 -0.9582 0.6679 0.04 0.08 -0.20
H 2.3288 -2.4025 -0.1748 -0.22 -0.23 -0.15
H 0.4322 -2.0433 2.0839 -0.18 0.05 -0.08
H -0.4756 -2.8129 0.8334 0.05 0.04 -0.25
H 0.3389 -4.5137 2.1813 0.01 -0.32 -0.16
H 1.3754 -4.6239 0.7395 0.08 -0.51 0.28
H 2.1369 -4.4445 3.4334 0.06 0.33 0.35
H 2.2954 -2.7445 2.9580 -2.83 -2.07 -0.31
H 4.2987 -3.5303 2.0835 1.09 -1.50 -1.03
H 3.3941 -4.3410 0.9369 0.47 -0.13 -0.06
H 2.4679 -0.2459 -2.1728 -0.05 -0.05 -0.07
H 1.6953 0.8796 -1.1046 -0.19 0.25 -0.12
H 1.3689 2.6211 -4.4598 -0.17 0.17 0.06
H 1.6411 2.9699 -2.7170 0.24 0.01 -0.01
H 2.8728 1.9590 -3.7084 -2.04 0.42 0.67
H -0.0380 1.0813 -4.7208 -0.02 -0.04 -0.07
H -1.9232 -0.9687 -3.5127 0.20 0.45 -0.01
H -4.8172 -0.9078 -2.9198 -0.14 -0.13 0.34
H -3.8927 -2.1296 -3.7552 0.11 0.05 -0.07
H -3.8017 -2.0869 -2.0036 -0.13 0.07 0.05
H 0.1718 3.4007 -0.9028 -0.03 -0.03 0.24
N -8.1526 1.4780 0.8993 0.03 -0.14 0.05
H -7.2790 2.0039 0.8915 -0.02 -0.03 0.02
H -8.1515 0.7867 0.1383 -0.13 -0.24 0.20
H -8.2561 0.9688 1.7912 -0.28 -0.39 -0.19
H -8.9425 2.1133 0.7787 -0.06 -0.11 0.02
Cl 4.2456 2.7002 -4.4232 0.88 0.51 -0.44
C 3.9616 -4.6309 6.7399 0.24 -0.22 0.25
C 2.7810 -4.0181 6.1449 0.03 -0.02 0.10
N 1.8488 -3.5343 5.6750 0.36 0.24 -0.15
H 3.8477 -5.7121 6.8094 -0.14 0.02 -0.08
H 4.8550 -4.4308 6.1484 -0.08 0.03 -0.07
H 4.1364 -4.2497 7.7452 -0.13 0.08 -0.02
Ca 3.7546 -1.8955 2.9764 1.99 2.76 0.46
O 1.5305 -6.8419 0.0401 0.26 0.87 0.50
H 1.0710 -6.9934 -0.7892 -0.08 -0.08 -0.21
Br 6.7579 1.7510 -3.8894 1.13 0.27 1.16
Al 7.2475 2.6191 -1.5463 -0.21 -0.35 -1.10
N 7.4210 6.1070 -3.5014 0.00 -0.10 0.09
C 6.5900 7.1447 -3.1724 -0.04 -0.06 0.07
C 7.3607 8.2642 -3.0131 -0.02 0.01 0.02
C 8.7095 7.8899 -3.2603 0.03 0.00 0.02
C 8.7145 6.5552 -3.5613 0.01 -0.08 0.05
H 7.1258 5.1626 -3.6768 -0.05 0.07 -0.23
H 5.5275 6.9955 -3.0808 0.00 0.02 -0.03
H 6.9994 9.2444 -2.7506 0.00 0.00 -0.02
H 9.5755 8.5293 -3.2226 -0.01 0.00 -0.02
H 9.5214 5.8873 -3.8117 0.00 0.03 -0.03
O -8.5623 -1.9968 0.0983 -0.09 0.39 -0.27
S -9.7410 -1.9808 0.9912 0.60 0.48 0.78
O -9.4897 -1.0185 2.0890 0.19 0.17 -0.29
O -9.9819 -3.3252 1.5274 -0.26 0.17 -0.12
O -10.9200 -1.5610 0.2152 0.05 -0.26 -0.19
C -0.7384 2.3588 3.9007 0.06 0.04 -0.12
C 0.1865 1.1961 4.1987 -0.07 0.32 0.26
O 1.5433 1.6404 4.3390 0.15 -0.37 -0.18
H -0.4302 2.8665 2.9857 -0.03 -0.07 -0.04
H -1.7682 2.0183 3.7845 -0.01 0.01 0.04
H -0.7037 3.0954 4.7062 -0.08 -0.06 0.05
H 0.1635 0.4726 3.3819 0.12 0.00 -0.01
H -0.1159 0.6877 5.1187 -0.09 -0.09 -0.08
H 1.5694 2.2720 5.0665 0.03 -0.01 -0.07
```
Forces are in eV/Å.

E   -10484.60792 hartree
Molecular weight   1131.063 g/mol
Kohn-Sham gap   0.931 eV
Multiplicity   1
Lowest unoccupied orbital energy   -7.33 eV
Charge   +1

No. 2
Here is a cluster of 2 separate species, C29H31BClF3O2S in total in a non-equilibrium geometry from the Open Molecules 2025 dataset. Energies are from ωB97M-V/def2-TZVPD.

Structure (XYZ):
```
68
Properties=species:S:1:pos:R:3:forces:R:3
C 3.6937 -2.5192 -1.7138 0.02 -0.23 -0.43
C 2.9968 -2.0348 -0.4980 -0.04 1.04 0.74
C 3.1819 -0.8126 0.1262 -0.22 -0.88 -0.14
C 2.4488 -0.6925 1.3410 -0.40 -1.01 -0.15
C 1.6759 -1.8149 1.6219 1.91 0.40 -0.47
B -0.6645 1.2631 -1.5854 2.64 -2.39 2.67
C 1.0689 -2.1573 2.8896 -0.77 -0.10 0.81
C 1.0747 -1.2529 3.9803 -0.10 -0.34 -0.25
C 0.2831 -1.4959 5.0960 0.26 -0.06 -0.31
C -0.4952 -2.6492 5.1418 -0.35 -0.21 0.29
C -1.4472 -2.8252 6.2928 -0.42 -0.02 0.54
F -2.0724 -4.0375 6.2844 0.44 0.90 0.04
F -0.8234 -2.7065 7.5083 -0.54 -0.05 -0.91
F -2.4346 -1.8693 6.2666 0.73 -0.75 0.14
C -0.4304 -3.6100 4.1373 0.25 0.22 0.08
C 0.3873 -3.3795 3.0428 -0.03 0.25 -0.13
O -0.1117 2.5365 -1.4629 0.00 0.24 -0.79
C 1.0489 2.5018 -2.3137 0.03 -0.09 -0.09
C 1.2097 3.8922 -2.9011 0.03 0.10 -0.35
C 2.2564 2.1946 -1.4366 0.12 -0.25 0.18
C 0.7236 1.3268 -3.3624 -0.28 0.20 -0.13
C 0.1226 1.8496 -4.6638 -0.01 0.20 -0.07
C 1.8584 0.3735 -3.6947 0.39 -0.04 0.09
O -0.2823 0.5354 -2.7067 0.10 0.62 -0.86
S 1.8708 -3.0144 0.3632 0.30 0.67 0.35
H 4.5538 -1.8695 -1.9122 -0.16 -0.18 -0.04
H 4.0508 -3.5483 -1.5672 -0.03 0.28 -0.15
H 3.0345 -2.5052 -2.5937 0.19 -0.04 0.15
H 3.8493 -0.0502 -0.2681 -0.09 -0.21 0.12
H 2.5177 0.1650 2.0022 0.01 -0.15 -0.12
H 1.6883 -0.3529 3.9364 -0.27 -0.20 -0.01
H 0.2539 -0.7834 5.9180 0.01 -0.15 -0.16
H -1.0219 -4.5182 4.1971 0.13 0.14 0.07
H 0.4580 -4.1462 2.2686 -0.11 0.31 0.14
H 2.1233 3.9503 -3.5055 -0.15 0.04 0.04
H 0.3545 4.1716 -3.5247 0.19 -0.02 0.15
H 1.2901 4.6221 -2.0865 0.00 -0.20 -0.13
H 3.1845 2.2272 -2.0233 -0.16 -0.11 0.13
H 2.3310 2.9493 -0.6422 -0.07 -0.13 -0.20
H 2.1549 1.2100 -0.9584 -0.01 0.33 -0.20
H 0.8923 2.3348 -5.2769 -0.18 0.01 0.06
H -0.2904 1.0088 -5.2323 0.09 0.12 0.14
H -0.6855 2.5649 -4.4690 0.13 -0.17 -0.07
H 2.7072 0.9076 -4.1420 -0.11 -0.13 0.09
H 2.1974 -0.1782 -2.8061 -0.08 0.25 -0.21
H 1.4943 -0.3616 -4.4252 0.07 0.18 0.16
Cl -6.5038 2.1316 -1.7389 -0.26 0.00 -0.01
C -4.8835 1.6904 -1.4136 1.44 -0.27 0.42
C -4.3529 0.4953 -1.9348 -0.26 0.39 -0.16
C -3.0223 0.1783 -1.7304 0.28 0.55 0.65
C -2.1650 1.0182 -0.9481 -3.48 -0.18 1.30
C -0.8159 0.3239 -0.2049 0.37 3.10 -2.61
C -0.6166 0.8326 1.1959 -0.29 -0.30 0.75
C -1.4977 -0.1306 2.0310 -0.04 0.63 0.20
C -1.4514 -1.3714 1.1916 0.03 -0.28 -1.30
C -1.0347 -1.0971 -0.0771 -1.16 -1.23 1.38
C -2.7546 2.1986 -0.3883 0.32 -0.83 -0.43
C -4.0751 2.5304 -0.6233 -0.47 -0.08 -0.43
H -5.0043 -0.1601 -2.5089 0.17 0.13 0.06
H -2.6193 -0.7456 -2.1441 -0.11 0.28 0.07
H 0.4303 0.6293 1.4663 -0.31 0.27 -0.18
H -0.8179 1.8889 1.3617 0.07 -0.06 -0.03
H -1.1573 -0.2607 3.0648 -0.03 -0.05 -0.27
H -2.5279 0.2634 2.0960 0.08 -0.19 -0.06
H -1.7984 -2.3306 1.5685 0.25 0.07 -0.16
H -0.9702 -1.7875 -0.9143 0.04 -0.02 0.28
H -2.1406 2.8588 0.2224 -0.17 -0.15 -0.22
H -4.4991 3.4439 -0.2135 0.07 -0.18 -0.07
```
Forces are in eV/Å.

E   -2457.00755 hartree
Molecular weight   546.891 g/mol
Kohn-Sham gap   6.795 eV
Multiplicity   1
Lowest unoccupied orbital energy   -0.47 eV
Charge   0
Relative energy (zero: lowest compared OMol25 entry of this formula, charge and spin)   35.6 kcal per mole

- Which of these has the lowest Kohn-Sham gap?
  C22H46AlBr2CaClF6IN5O8PSSi2